# 1
{"formula": "C8H12N2S", "method": "ωB97M-V/def2-TZVPD", "species": ["C", "C", "C", "C", "C", "C", "C", "C", "N", "N", "S", "H", "H", "H", "H", "H", "H", "H", "H", "H", "H", "H", "H"], "coordinates": [[0.79, 1.08, -1.36], [0.31, 0.38, 2.27], [1.17, 0.27, -0.43], [-0.27, 1.09, -2.41], [-1.23, -0.07, -2.05], [-2.27, 0.13, -0.96], [-1.66, -0.29, 0.26], [2.14, -1.31, 2.65], [1.56, -0.53, 0.41], [1.28, -0.42, 1.73], [-1.19, 0.71, 1.53], [1.57, 1.86, -1.42], [0.32, 0.33, 3.39], [-0.76, 2.01, -2.49], [0.19, 0.98, -3.37], [-1.69, -0.37, -2.99], [-0.56, -0.92, -1.70], [-2.59, 1.11, -0.90], [-3.13, -0.54, -1.25], [-1.01, -1.20, 0.18], [2.95, -1.71, 2.11], [1.62, -1.95, 3.33], [2.47, -0.64, 3.46]], "e_lumo_ev": [0.6, 0.5], "spin_multiplicity": 1, "mol_weight_g_mol": 168.3}

=====

# 2
{"formula": "C21H28F15O14PS", "method": "ωB97M-V/def2-TZVPD", "species": ["O", "P", "C", "O", "S", "O", "O", "O", "C", "C", "C", "O", "C", "F", "F", "F", "H", "H", "H", "H", "H", "H", "H", "H", "C", "C", "O", "C", "O", "C", "F", "F", "F", "H", "H", "H", "H", "H", "C", "C", "O", "C", "O", "C", "F", "F", "F", "H", "H", "H", "H", "H", "C", "C", "O", "C", "O", "C", "F", "F", "F", "H", "H", "H", "H", "H", "C", "C", "O", "C", "O", "C", "F", "F", "F", "H", "H", "H", "H", "H"], "coordinates": [[0.21, 0.07, 1.01], [-0.06, -0.62, -0.35], [-1.01, -2.25, -0.07], [0.10, -3.11, 0.40], [-0.31, -4.70, 0.18], [-1.02, -5.30, 1.34], [0.82, -5.56, -0.30], [-1.21, -4.42, -1.22], [-1.44, -2.99, -1.42], [-2.97, -2.97, -1.90], [-3.84, -1.77, -1.33], [-3.28, -0.46, -1.55], [-4.29, -1.97, 0.21], [-5.68, -1.87, 0.35], [-3.75, -0.94, 0.98], [-3.95, -3.24, 0.69], [1.21, -0.87, -1.00], [-0.90, 0.23, -1.14], [-1.70, -2.28, 0.83], [-0.86, -2.48, -2.25], [-2.96, -2.88, -3.04], [-3.49, -3.94, -1.67], [-4.83, -1.78, -1.91], [-2.90, -0.47, -2.46], [-1.58, 1.15, 4.17], [-2.06, 2.32, 5.00], [-0.99, 2.83, 5.82], [-0.14, 3.68, 5.21], [-0.22, 4.01, 4.06], [0.91, 4.18, 6.20], [1.41, 3.19, 6.96], [0.40, 5.09, 7.04], [1.96, 4.76, 5.59], [-1.14, 0.38, 4.80], [-2.42, 0.71, 3.61], [-0.82, 1.46, 3.46], [-2.84, 2.00, 5.69], [-2.48, 3.12, 4.38], [2.27, -0.97, -6.19], [1.28, -2.11, -6.26], [-0.03, -1.68, -5.85], [-0.76, -1.05, -6.79], [-0.39, -0.83, -7.91], [-2.14, -0.69, -6.23], [-2.07, -0.16, -4.99], [-2.94, -1.77, -6.14], [-2.79, 0.20, -6.99], [2.27, -0.52, -5.19], [3.28, -1.31, -6.43], [2.01, -0.17, -6.89], [1.58, -2.90, -5.57], [1.25, -2.55, -7.26], [3.46, -5.78, 0.98], [4.58, -5.69, 1.99], [5.84, -6.04, 1.39], [6.45, -5.06, 0.70], [6.01, -3.96, 0.55], [7.79, -5.56, 0.16], [7.70, -6.79, -0.39], [8.72, -5.63, 1.13], [8.29, -4.75, -0.79], [3.44, -6.77, 0.52], [2.49, -5.60, 1.46], [3.59, -5.06, 0.17], [4.41, -6.40, 2.80], [4.63, -4.69, 2.45], [-0.83, 6.58, 2.70], [-1.90, 6.64, 1.64], [-2.31, 8.00, 1.39], [-1.52, 8.71, 0.57], [-0.53, 8.28, 0.05], [-2.09, 10.11, 0.36], [-2.50, 10.67, 1.52], [-3.16, 10.09, -0.45], [-1.20, 10.95, -0.18], [-1.17, 7.08, 3.62], [-0.58, 5.54, 2.94], [0.08, 7.09, 2.38], [-2.79, 6.10, 1.98], [-1.58, 6.16, 0.71]], "smiles": "O=[PH2][C@@H]1OS(=O)(=O)O[C@H]1C[C@H](O)C(F)(F)F.CCOC(=O)C(F)(F)F.CCOC(=O)C(F)(F)F.CCOC(=O)C(F)(F)F.CCOC(=O)C(F)(F)F", "e_lumo_ev": -0.3, "spin_multiplicity": 1, "mol_weight_g_mol": 852.5}

=====

# 3
{"formula": "C6H13NS", "method": "ωB97M-V/def2-TZVPD", "species": ["C", "S", "C", "C", "C", "N", "C", "C", "H", "H", "H", "H", "H", "H", "H", "H", "H", "H", "H", "H", "H"], "coordinates": [[3.00, -0.26, 0.22], [1.54, 0.74, 0.55], [0.45, 0.10, -0.79], [-0.06, -1.34, -0.55], [-1.39, -0.79, 0.00], [-1.50, -0.91, 1.43], [-1.04, 0.60, -0.64], [-1.34, 1.89, 0.10], [3.82, 0.04, 0.97], [2.88, -1.35, 0.28], [3.30, -0.10, -0.82], [0.91, 0.29, -1.78], [0.53, -1.99, 0.10], [-0.16, -1.92, -1.52], [-2.26, -1.32, -0.44], [-0.65, -0.55, 1.88], [-2.26, -0.39, 1.85], [-1.47, 0.62, -1.65], [-0.89, 2.71, -0.45], [-0.98, 1.85, 1.19], [-2.42, 2.08, 0.06]], "smiles": "CS[C@H]1C[C@@H](N)[C@H]1C", "e_lumo_ev": 0.9, "spin_multiplicity": 1, "mol_weight_g_mol": 131.2}

=====

# 4
{"formula": "C6H10N2O3", "method": "ωB97M-V/def2-TZVPD", "species": ["C", "C", "C", "C", "C", "C", "N", "N", "O", "O", "O", "H", "H", "H", "H", "H", "H", "H", "H", "H", "H"], "coordinates": [[-1.81, 0.16, 0.05], [-0.40, -1.90, -1.29], [0.47, -1.20, -0.44], [-2.34, 1.16, 1.03], [1.40, -0.51, 1.56], [1.59, -0.14, -2.23], [-2.20, -1.03, -0.02], [-1.73, -1.97, -0.80], [-0.21, -2.40, -2.39], [0.33, -1.13, 0.95], [1.60, -0.51, -0.89], [-1.66, 1.13, 1.84], [-3.51, 0.94, 1.29], [-2.16, 2.26, 0.65], [2.30, -1.07, 1.82], [0.85, -0.08, 2.56], [1.70, 0.39, 1.11], [0.78, 0.57, -2.63], [1.51, -1.08, -2.71], [2.53, 0.08, -2.45], [-2.33, -2.25, -1.60]], "e_lumo_ev": [-0.3, -0.4], "spin_multiplicity": 1, "mol_weight_g_mol": 158.2}

=====

Number 1: electronic energy -22300.02116 eV. Number 2: electronic energy -111780.62928 eV. Number 3: electronic energy -18757.36768 eV. Number 4: electronic energy -15499.89133 eV.